w) ORCA calculation (wB97M-V/def2-TZVPD) on a molecular structure, C70H179N13O22.

Atoms and positions in Å:
C1 3.07773 -0.22443 7.48256
C2 2.88209 0.84800 6.37991
C3 1.64150 1.71562 6.50203
O1 0.52615 0.88175 6.18148
C4 -0.68847 1.60669 6.28681
N1 4.05559 1.72342 6.53211
H1 2.19604 -0.86444 7.56897
H2 3.25055 0.25447 8.44735
H3 3.98115 -0.79454 7.26589
H4 2.84924 0.37673 5.39652
H5 1.64292 2.55120 5.79728
H6 1.50563 2.07982 7.52684
H7 -0.66518 2.49888 5.65524
H8 -0.99379 1.72282 7.32842
H9 -1.47797 1.01651 5.81306
H10 4.37443 1.90497 7.47804
H11 4.85879 1.16314 6.24644
C5 -1.91215 3.84460 -4.59692
C6 -0.39770 4.09689 -4.68956
C7 0.07850 5.52871 -4.88136
O2 -0.41629 6.15165 -6.06069
C8 0.33143 5.86920 -7.22744
N2 0.17092 3.56890 -3.42410
H12 -2.39225 4.51156 -3.88245
H13 -2.17115 2.80142 -4.41419
H14 -2.36441 4.00886 -5.57921
H15 -0.03774 3.40391 -5.45812
H16 1.09078 5.80913 -4.57993
H17 -0.44562 6.11017 -4.10961
H18 1.17586 6.56243 -7.26376
H19 -0.30918 6.15149 -8.06781
H20 0.56727 4.82252 -7.43135
H21 -0.17628 4.18264 -2.68020
H22 1.15636 3.84108 -3.40066
C9 -7.78120 -2.01144 0.17265
C10 -6.50205 -1.71230 -0.59929
C11 -6.67140 -1.99356 -2.09197
O3 -5.40206 -1.79369 -2.67687
C12 -5.29197 -2.18241 -4.00885
N3 -6.13275 -0.30491 -0.37205
H23 -7.76508 -1.70829 1.21943
H24 -8.02050 -3.07090 0.07865
H25 -8.56336 -1.38608 -0.26813
H26 -5.75608 -2.41012 -0.19962
H27 -7.47652 -1.41607 -2.55796
H28 -7.00322 -3.03659 -2.18235
H29 -5.97171 -1.61719 -4.66144
H30 -5.60311 -3.22322 -4.17145
H31 -4.25737 -2.04032 -4.31854
H32 -5.23977 -0.20501 -0.84173
H33 -6.06858 -0.14031 0.62319
C13 6.62117 -0.75668 -1.32990
C14 6.95013 0.71777 -1.22312
C15 5.76889 1.49525 -0.64653
O4 4.71861 1.61185 -1.61232
C16 3.54830 2.20065 -1.05616
N4 8.12889 0.92083 -0.39323
H34 7.27873 -1.32125 -1.99029
H35 5.64192 -0.82475 -1.81719
H36 6.44213 -1.26421 -0.38039
H37 7.23620 1.10299 -2.20917
H38 6.02151 2.50714 -0.31817
H39 5.43453 0.91602 0.22182
H40 3.03835 1.42995 -0.46637
H41 2.94438 2.50946 -1.90634
H42 3.80463 3.00800 -0.36474
H43 8.44839 1.88834 -0.33165
H44 8.97566 0.62087 -0.87549
C17 -2.87906 -2.17513 0.27020
O5 -3.37204 -3.20378 1.13798
C18 -4.73766 -3.10637 1.39326
C19 -5.14673 -3.95638 2.60167
N5 -6.55964 -4.05009 2.91853
C20 -7.28076 -2.73485 2.97145
C21 -8.73964 -2.83017 3.44948
O6 -8.87345 -2.66455 4.84662
C22 -10.25685 -2.63619 5.19841
H45 -1.85054 -2.46626 0.08402
H46 -3.01195 -1.20443 0.75320
H47 -3.49551 -2.20224 -0.63257
H48 -5.28234 -3.39386 0.48159
H49 -5.07694 -2.07113 1.53984
H50 -4.49178 -3.71491 3.44678
H51 -4.91127 -4.99508 2.34874
H52 -6.78673 -4.45934 3.81566
H53 -7.22643 -2.40709 1.93282
H54 -6.78830 -2.00525 3.62458
H55 -9.10106 -3.82408 3.16316
H56 -9.26975 -2.07680 2.86004
H57 -10.84231 -1.92698 4.61192
H58 -10.31062 -2.40956 6.26089
H59 -10.67378 -3.63888 5.06691
C23 5.13959 -3.94995 -1.24366
O7 5.12500 -4.57773 0.00840
C24 5.31679 -3.69294 1.08985
C25 4.98852 -4.45970 2.39020
N6 5.11243 -3.70852 3.61629
C26 6.51768 -3.63593 4.06908
C27 6.60404 -3.15024 5.52221
O8 6.05095 -4.12761 6.38788
C28 5.82813 -3.65929 7.70065
H60 4.56152 -3.02105 -1.28487
H61 4.62820 -4.59546 -1.96043
H62 6.17630 -3.81066 -1.56500
H63 4.61623 -2.85189 1.07454
H64 6.35040 -3.33629 1.13418
H65 5.59389 -5.37776 2.40038
H66 3.97824 -4.86354 2.28796
H67 4.55657 -4.07108 4.37918
H68 6.98991 -2.94529 3.37122
H69 6.92234 -4.64251 3.91293
H70 6.13357 -2.16842 5.63275
H71 7.65134 -2.98708 5.79570
H72 5.70490 -4.47719 8.40597
H73 4.95730 -2.99642 7.70156
H74 6.65375 -3.04931 8.08468
C29 -3.80428 -0.30569 -5.25990
O9 -4.11395 -1.64920 -5.50440
C30 -4.37588 -2.05555 -6.82090
C31 -4.54821 -3.56608 -6.90442
N7 -4.87553 -4.02565 -8.25421
C32 -4.95477 -5.48033 -8.29794
C33 -5.14263 -5.99091 -9.69259
O10 -4.10513 -5.67444 -10.61452
C34 -4.26631 -6.32009 -11.85733
H75 -2.77937 -0.10442 -5.59126
H76 -3.71639 -0.17476 -4.17984
H77 -4.54577 0.40518 -5.63014
H78 -3.54187 -1.71206 -7.44543
H79 -5.31346 -1.59304 -7.14912
H80 -5.37417 -3.84233 -6.24249
H81 -3.66380 -4.02164 -6.43957
H82 -4.06699 -3.77476 -8.81975
H83 -5.81586 -5.71587 -7.66235
H84 -4.13672 -5.92041 -7.70931
H85 -6.08338 -5.57458 -10.06999
H86 -5.30923 -7.07267 -9.67312
H87 -3.29787 -6.41127 -12.34863
H88 -4.87149 -5.72019 -12.54477
H89 -4.71815 -7.31439 -11.83148
C35 0.35131 -6.36066 2.22763
O11 -0.61900 -5.39175 2.59659
C36 -0.37725 -4.17725 1.93595
C37 -1.45013 -3.14057 2.32347
N8 -1.59242 -2.92837 3.77835
C38 -0.55844 -2.09268 4.37153
C39 -0.55728 -2.10342 5.88350
O12 -0.60828 -3.44804 6.33959
C40 -0.97429 -3.57784 7.69089
H90 1.37005 -5.97372 2.19769
H91 0.08684 -6.87286 1.29781
H92 0.29204 -7.16761 2.96037
H93 -0.36540 -4.28541 0.84625
H94 0.56605 -3.69268 2.21685
H95 -2.38812 -3.59070 1.98558
H96 -1.29649 -2.17041 1.86921
H97 -1.62152 -3.80575 4.28228
H98 -0.66949 -1.04842 4.06447
H99 0.44096 -2.35917 4.00346
H100 -1.43143 -1.55998 6.26559
H101 0.28581 -1.58779 6.35010
H102 -0.29920 -2.93777 8.27302
H103 -0.82918 -4.61556 7.98452
H104 -1.98572 -3.27655 7.98176
C41 3.76160 4.43270 -5.42557
O13 3.23930 3.37378 -4.64176
C42 3.20950 2.15329 -5.37209
C43 2.76973 0.99284 -4.48767
N9 1.30417 1.02874 -4.28525
C44 0.88059 0.07181 -3.27958
C45 -0.44612 -0.59033 -3.68920
O14 -0.90595 -1.41616 -2.64313
C46 -1.66832 -2.53269 -3.04039
H105 3.49497 5.43001 -5.08019
H106 3.47630 4.29302 -6.47100
H107 4.85681 4.48420 -5.43322
H108 4.22641 1.83585 -5.64287
H109 2.69430 2.27943 -6.32692
H110 3.35701 0.98325 -3.56204
H111 3.01439 0.03717 -4.95659
H112 0.90485 1.94784 -4.13462
H113 0.74223 0.59710 -2.32718
H114 1.58668 -0.73829 -3.08686
H115 -0.30657 -1.06718 -4.66198
H116 -1.16549 0.23524 -3.75048
H117 -1.06733 -3.11662 -3.75207
H118 -2.59327 -2.31596 -3.58013
H119 -1.77488 -3.19600 -2.18559
C47 3.29409 3.40603 3.42135
O15 2.16704 4.26326 3.60075
C48 0.95948 3.61096 3.20819
C49 -0.17923 4.62301 3.29608
N10 -1.49742 4.01877 3.32313
C50 -2.62741 4.89042 3.24953
C51 -3.84384 4.13421 2.80288
O16 -3.63468 3.63721 1.49669
C52 -4.64034 2.77590 0.98039
H120 4.15952 4.06441 3.47899
H121 3.32622 2.84908 2.48115
H122 3.31144 2.70277 4.25876
H123 0.66332 2.83155 3.92069
H124 1.02299 3.13857 2.22511
H125 0.02871 5.43455 2.58680
H126 -0.11323 5.05683 4.30070
H127 -1.62255 3.28457 2.63473
H128 -2.44625 5.78098 2.61844
H129 -2.66899 5.45419 4.19351
H130 -4.66453 4.85859 2.76346
H131 -4.01924 3.30625 3.49799
H132 -5.66153 3.12677 1.14974
H133 -4.47921 1.79653 1.43952
H134 -4.51050 2.70331 -0.09685
C53 5.22049 -0.42186 3.51825
O17 6.58349 -0.22069 3.71887
C54 7.10483 0.77984 2.87828
C55 8.55936 1.13999 3.14696
N11 9.37377 -0.04559 3.47506
C56 9.69497 -0.78419 2.25832
C57 10.47786 -2.05210 2.63036
O18 9.64755 -2.83047 3.50633
C58 10.13695 -4.11129 3.82074
H135 4.57426 0.44789 3.70879
H136 4.86799 -1.18473 4.21052
H137 4.93312 -0.69867 2.49775
H138 6.53083 1.71825 2.90541
H139 6.95247 0.50385 1.82954
H140 8.66741 1.84995 3.97001
H141 8.96805 1.66293 2.28158
H142 8.74866 -0.65624 3.99419
H143 10.33501 -0.19229 1.59863
H144 8.83929 -1.05456 1.62961
H145 11.43423 -1.77877 3.07468
H146 10.49221 -2.65696 1.71900
H147 10.15630 -4.76932 2.94205
H148 9.51961 -4.57014 4.58801
H149 11.19610 -4.04585 4.09218
C59 -3.78426 7.67914 -6.31180
O19 -3.93530 6.74738 -5.29533
C60 -4.91280 7.15003 -4.34975
C61 -4.74302 6.23816 -3.13063
N12 -3.50164 6.52958 -2.41889
C62 -3.21745 5.53091 -1.39508
C63 -1.89028 5.92534 -0.71139
O20 -0.75117 5.40697 -1.37974
C64 0.41698 6.14323 -1.09964
H150 -4.65073 7.76621 -6.97683
H151 -2.94452 7.38313 -6.94719
H152 -3.46487 8.67545 -5.98188
H153 -5.92703 7.20457 -4.75139
H154 -4.64274 8.15179 -3.99172
H155 -4.87066 5.24249 -3.58119
H156 -5.58098 6.32005 -2.43426
H157 -2.81059 6.40640 -3.15811
H158 -3.21731 4.48802 -1.73342
H159 -3.96303 5.55218 -0.59675
H160 -1.84359 5.63949 0.34408
H161 -1.88614 7.01990 -0.69876
H162 0.23551 7.21552 -1.22331
H163 1.18864 5.83262 -1.80343
H164 0.74052 5.96184 -0.06944
C65 -3.41159 0.73992 -2.53106
O21 -2.85140 1.32037 -1.36132
C66 -1.43678 1.31911 -1.51267
C67 -0.78328 2.11706 -0.37478
N13 -1.24170 1.68637 0.95864
C68 -0.85168 0.35822 1.36881
C69 0.60976 0.18916 1.68147
O22 0.94201 -1.17678 1.76677
C70 2.34742 -1.31826 1.95854
H165 -2.96215 1.13435 -3.44741
H166 -4.49062 0.83348 -2.64042
H167 -3.16876 -0.32717 -2.49777
H168 -1.17390 1.93592 -2.37876
H169 -0.96175 0.33489 -1.55604
H170 -1.18111 3.12375 -0.51739
H171 0.29493 2.11130 -0.53402
H172 -2.24286 1.69235 0.79706
H173 -1.18156 -0.44470 0.69029
H174 -1.39903 0.01909 2.25450
H175 0.77105 0.59762 2.68955
H176 1.23760 0.77450 0.99860
H177 2.71719 -1.01102 2.93877
H178 2.89518 -0.95575 1.08827
H179 2.54879 -2.39133 2.01981

Output
HOMO-LUMO gap = 7.61 eV

Here are the Mulliken charges for atoms 1 to 99, given in e: atom 1 (C): -1.610, atom 2 (C): 2.114, atom 3 (C): -1.091, atom 4 (O): 0.045, atom 5 (C): -0.911, atom 6 (N): -0.594, atom 7 (H): 0.220, atom 8 (H): 0.350, atom 9 (H): 0.289, atom 10 (H): -0.896, atom 11 (H): 0.352, atom 12 (H): 0.307, atom 13 (H): 0.371, atom 14 (H): 0.295, atom 15 (H): 0.169, atom 16 (H): 0.335, atom 17 (H): 0.166, atom 18 (C): -0.330, atom 19 (C): 0.920, atom 20 (C): -0.527, atom 21 (O): -0.324, atom 22 (C): -0.716, atom 23 (N): 0.789, atom 24 (H): -0.281, atom 25 (H): -0.538, atom 26 (H): 0.643, atom 27 (H): 0.670, atom 28 (H): 0.220, atom 29 (H): -0.124, atom 30 (H): 0.310, atom 31 (H): 0.276, atom 32 (H): 0.252, atom 33 (H): -0.702, atom 34 (H): 0.061, atom 35 (C): -1.847, atom 36 (C): 2.569, atom 37 (C): -1.555, atom 38 (O): 0.089, atom 39 (C): -0.702, atom 40 (N): -0.496, atom 41 (H): 0.456, atom 42 (H): 0.271, atom 43 (H): 0.440, atom 44 (H): -1.074, atom 45 (H): 0.443, atom 46 (H): 0.394, atom 47 (H): 0.380, atom 48 (H): 0.380, atom 49 (H): -0.163, atom 50 (H): -0.211, atom 51 (H): 0.363, atom 52 (C): -1.432, atom 53 (C): 0.295, atom 54 (C): -0.732, atom 55 (O): -0.194, atom 56 (C): -0.010, atom 57 (N): -0.459, atom 58 (H): 0.515, atom 59 (H): 0.241, atom 60 (H): 0.044, atom 61 (H): 0.636, atom 62 (H): 0.535, atom 63 (H): -0.058, atom 64 (H): 0.023, atom 65 (H): -0.348, atom 66 (H): 0.481, atom 67 (H): 0.248, atom 68 (H): 0.284, atom 69 (C): -1.128, atom 70 (O): -0.240, atom 71 (C): -0.519, atom 72 (C): -1.295, atom 73 (N): -0.386, atom 74 (C): 0.313, atom 75 (C): -0.830, atom 76 (O): -0.323, atom 77 (C): -0.726, atom 78 (H): 0.589, atom 79 (H): 0.272, atom 80 (H): 0.120, atom 81 (H): 0.696, atom 82 (H): 0.329, atom 83 (H): 0.597, atom 84 (H): 0.250, atom 85 (H): 0.326, atom 86 (H): -0.412, atom 87 (H): 0.293, atom 88 (H): 0.418, atom 89 (H): 0.435, atom 90 (H): 0.297, atom 91 (H): 0.261, atom 92 (H): 0.301, atom 93 (C): -0.445, atom 94 (O): -0.501, atom 95 (C): 0.993, atom 96 (C): -0.928, atom 97 (N): 0.109, atom 98 (C): -0.583, atom 99 (C): -0.399

x) ORCA calculation (wB97M-V/def2-TZVPD) on 13 unconnected molecules or ions with the total composition C70H179N13O22.

Atoms and positions in Å:
C1 6.80297 -18.38587 -1.13847
O1 5.60089 -17.63270 -1.15313
C2 5.44228 -16.78286 -2.33378
C3 4.29001 -15.80339 -2.13094
N1 4.59918 -14.90461 -1.08453
C4 3.63974 -13.82616 -0.83916
C5 3.76476 -13.31420 0.65873
O2 3.19047 -14.26981 1.60691
C6 1.72167 -14.13483 1.62597
H1 6.76796 -19.20432 -1.85751
H2 6.82552 -18.88605 -0.17027
H3 7.71132 -17.81088 -1.31842
H4 5.18261 -17.34799 -3.22894
H5 6.31264 -16.18887 -2.61261
H6 3.35919 -16.30423 -1.86479
H7 4.09015 -15.26848 -3.05939
H8 4.78518 -15.38265 -0.21448
H9 2.62817 -14.20028 -0.99679
H10 3.94938 -13.00243 -1.48235
H11 3.41094 -12.29143 0.78854
H12 4.78515 -13.27645 1.04014
H13 1.27545 -14.56139 0.72762
H14 1.38788 -13.10148 1.72007
H15 1.33201 -14.59013 2.53645
C7 6.54402 -4.83902 8.63429
O3 5.61075 -5.82402 8.10315
C8 5.09886 -5.58405 6.82904
C9 5.43855 -6.80233 5.91054
N2 6.83348 -6.95381 5.55779
C10 7.11664 -8.13951 4.74081
C11 6.52825 -8.07707 3.33413
O4 6.11544 -9.37034 2.95612
C12 5.79533 -9.46592 1.60086
H16 6.66522 -5.04484 9.69780
H17 6.21980 -3.79838 8.62780
H18 7.50586 -4.89944 8.12507
H19 5.52075 -4.69286 6.36439
H20 4.02451 -5.42733 6.92548
H21 4.91465 -6.58583 4.97954
H22 5.03072 -7.73199 6.30741
H23 7.41119 -6.97184 6.38607
H24 6.85288 -9.02913 5.31274
H25 8.20244 -8.23450 4.75137
H26 7.33043 -7.64486 2.73597
H27 5.74309 -7.32301 3.38911
H28 5.42144 -10.46360 1.37074
H29 6.76063 -9.28270 1.12893
H30 5.01950 -8.73713 1.36624
C13 -5.80871 -12.13099 4.38992
O5 -4.37474 -12.07859 4.16012
C14 -3.78709 -11.23006 5.04704
C15 -2.28633 -11.21621 4.73296
N3 -1.75339 -10.07448 5.45122
C16 -0.30038 -10.14025 5.45937
C17 0.25798 -8.96575 6.25072
O6 -0.24309 -7.71334 5.84571
C18 0.18160 -6.62756 6.67553
H31 -6.24660 -12.98060 3.86599
H32 -6.20037 -11.20535 3.96815
H33 -6.08925 -12.26165 5.43507
H34 -3.91944 -11.58944 6.06754
H35 -4.18920 -10.22600 4.91192
H36 -2.16561 -11.17336 3.65051
H37 -1.92016 -12.20234 5.01858
H38 -2.01664 -9.17208 5.08180
H39 -0.06211 -10.15117 4.39578
H40 0.16781 -11.04812 5.83971
H41 1.34664 -8.91895 6.22375
H42 0.04460 -9.21204 7.29087
H43 -0.33968 -6.63379 7.63278
H44 -0.15319 -5.72719 6.16041
H45 1.25639 -6.47722 6.77710
C19 5.49217 -15.30503 3.65086
O7 6.90598 -15.30390 3.48511
C20 7.41292 -14.79082 2.21884
C21 7.73110 -13.29165 2.36343
N4 8.77511 -12.98533 3.29552
C22 8.70259 -11.53461 3.61755
C23 9.67582 -11.10872 4.65647
O8 9.12723 -11.34744 5.93326
C24 9.54124 -10.37466 6.94585
H46 4.91712 -15.60663 2.77539
H47 5.15409 -14.34517 4.04134
H48 5.25403 -16.00641 4.45052
H49 6.84421 -15.04316 1.32386
H50 8.33128 -15.34772 2.03289
H51 6.77102 -12.93680 2.73817
H52 8.10003 -12.86853 1.42911
H53 8.69299 -13.55789 4.12348
H54 7.70154 -11.21321 3.90514
H55 8.92621 -10.99080 2.69974
H56 9.89028 -10.05300 4.49042
H57 10.64602 -11.60546 4.64750
H58 9.50424 -9.36272 6.54248
H59 10.62049 -10.49147 7.04428
H60 9.08989 -10.43567 7.93613
C25 3.58547 -9.99871 4.64075
O9 2.87152 -11.12000 5.24283
C26 2.91303 -12.37561 4.52184
C27 2.04240 -13.42175 5.22909
N5 2.27707 -13.41376 6.64286
C28 3.40481 -14.21744 7.12403
C29 3.55518 -14.34748 8.69876
O10 3.97433 -13.07967 9.27959
C30 3.72881 -13.05494 10.67732
H61 3.27642 -9.67523 3.64679
H62 4.66362 -10.15601 4.67145
H63 3.59822 -9.13701 5.30814
H64 3.94328 -12.72454 4.59207
H65 2.65168 -12.31172 3.46557
H66 2.21634 -14.40057 4.78214
H67 1.00299 -13.21415 4.97486
H68 2.58211 -12.47843 6.87137
H69 4.37413 -14.01410 6.66888
H70 3.26951 -15.24266 6.77947
H71 4.31210 -15.08854 8.95568
H72 2.55956 -14.66118 9.01251
H73 4.47051 -12.37334 11.09376
H74 3.76381 -14.04463 11.13272
H75 2.72551 -12.66984 10.85947
C31 7.40170 -13.01608 8.32711
O11 8.27099 -13.55148 9.31798
C32 7.90912 -13.50637 10.69007
C33 7.77570 -12.08848 11.28795
N6 8.81559 -11.20800 10.84428
C34 10.16847 -11.43950 11.37756
C35 11.17904 -10.51428 10.75059
O12 11.56614 -10.96128 9.44657
C36 12.64304 -10.20007 8.90809
H76 7.80457 -13.23801 7.33891
H77 7.32536 -11.92985 8.37586
H78 6.37278 -13.37579 8.32154
H79 8.61533 -14.18211 11.17250
H80 6.93073 -13.96972 10.81717
H81 7.76292 -12.15458 12.37587
H82 6.84170 -11.74899 10.84019
H83 8.99736 -11.36403 9.86310
H84 10.51899 -12.45963 11.22079
H85 10.18459 -11.30852 12.45954
H86 12.10756 -10.38747 11.30725
H87 10.73734 -9.51960 10.69042
H88 12.89467 -10.58921 7.92151
H89 13.48080 -10.26140 9.60271
H90 12.45191 -9.13123 8.81245
C37 -2.80146 -16.60797 6.45351
O13 -1.48882 -16.29106 6.06820
C38 -1.29976 -16.15684 4.60707
C39 -2.05524 -14.95379 3.90751
N7 -1.90094 -15.02258 2.47498
C40 -2.82352 -14.10218 1.82562
C41 -2.51256 -14.02824 0.27895
O14 -3.01290 -15.13514 -0.47135
C42 -4.35310 -15.12230 -0.73471
H91 -3.12121 -17.53310 5.97392
H92 -3.52520 -15.81234 6.27668
H93 -2.84226 -16.73190 7.53567
H94 -1.56438 -17.06545 4.06622
H95 -0.24203 -16.07171 4.35797
H96 -1.60200 -14.05437 4.32430
H97 -3.10538 -14.93335 4.19887
H98 -2.08762 -15.93250 2.07837
H99 -2.66650 -13.10734 2.24243
H100 -3.85490 -14.43284 1.94812
H101 -1.44277 -14.01610 0.07037
H102 -2.96477 -13.14834 -0.17863
H103 -4.63985 -16.04853 -1.23269
H104 -4.69831 -14.26132 -1.30711
H105 -4.88830 -15.21375 0.21043
C43 3.34219 -3.59911 3.44349
O15 2.56694 -2.77207 2.55367
C44 1.35737 -2.20351 3.04866
C45 0.25097 -3.22002 3.34771
N8 -0.04288 -4.05146 2.24329
C46 -0.88765 -5.24035 2.58666
C47 0.13307 -6.33070 3.07878
O16 1.01883 -6.62164 1.94582
C48 2.16113 -7.38037 2.31637
H106 2.66818 -4.30182 3.93341
H107 3.85553 -3.01311 4.20585
H108 4.02380 -4.06703 2.73317
H109 1.15758 -1.44544 2.29135
H110 1.52618 -1.60468 3.94365
H111 -0.62002 -2.60932 3.58548
H112 0.52056 -3.78620 4.23926
H113 0.81136 -4.38090 1.81687
H114 -1.42876 -5.64317 1.73049
H115 -1.63800 -5.05462 3.35515
H116 -0.36903 -7.26499 3.32998
H117 0.65115 -6.09738 4.00897
H118 2.84996 -7.49761 1.47979
H119 1.91749 -8.41144 2.57256
H120 2.70506 -6.96881 3.16659
C49 0.58138 -18.32073 18.64881
O17 1.02056 -18.84364 17.35385
C50 0.34217 -18.23978 16.26981
C51 0.97522 -18.75955 14.96256
N9 0.29942 -18.23009 13.75874
C52 1.01207 -18.52016 12.47385
C53 0.36344 -17.89270 11.24011
O18 0.68396 -16.49399 11.06267
C54 -0.16572 -15.85102 10.07285
H121 -0.42536 -18.71784 18.77873
H122 0.43576 -17.24051 18.64519
H123 1.19839 -18.59035 19.50596
H124 0.26004 -17.15803 16.37552
H125 -0.70135 -18.54078 16.36235
H126 0.87931 -19.84475 14.92751
H127 2.03391 -18.52797 14.84576
H128 -0.64177 -18.59562 13.73332
H129 0.96422 -19.59919 12.32720
H130 2.05366 -18.23972 12.63051
H131 -0.71784 -18.03027 11.23710
H132 0.75352 -18.47039 10.40213
H133 -1.24065 -15.85568 10.25343
H134 0.01334 -16.26195 9.07929
H135 0.11411 -14.79851 10.02797
C55 5.22701 -16.67359 13.11014
C56 6.31627 -17.78175 12.83066
C57 7.18896 -17.47898 11.53374
O19 6.37758 -17.39166 10.37925
C58 7.02549 -17.04131 9.15392
N10 7.34581 -17.72075 13.91661
H136 4.73351 -17.00549 14.02360
H137 4.54421 -16.61343 12.26264
H138 5.63667 -15.66610 13.18243
H139 5.89786 -18.78740 12.78936
H140 7.86464 -18.31426 11.34971
H141 7.76067 -16.55713 11.64076
H142 8.06416 -16.75677 9.32217
H143 6.48996 -16.15209 8.82135
H144 6.93305 -17.74386 8.32569
H145 6.84220 -17.99500 14.74803
H146 7.69916 -16.77834 14.00085
C59 -1.29631 -13.50093 7.62470
C60 -1.20066 -12.41300 8.70506
C61 0.26508 -12.00408 9.10665
O20 0.25039 -10.79317 9.89075
C62 0.08659 -10.97520 11.26601
N11 -1.89950 -11.20700 8.29546
H147 -1.01042 -14.46173 8.05274
H148 -0.61433 -13.29237 6.80038
H149 -2.28129 -13.66662 7.18829
H150 -1.62302 -12.85795 9.60602
H151 0.84676 -11.78317 8.21169
H152 0.80462 -12.84187 9.54835
H153 -0.96654 -11.21404 11.41425
H154 0.17152 -9.97193 11.68355
H155 0.69148 -11.69712 11.81467
H156 -1.67813 -10.96374 7.34051
H157 -1.39415 -10.52091 8.83768
C63 4.32744 -10.92464 14.40061
C64 3.13089 -11.81019 14.68187
C65 3.35296 -13.32906 14.26590
O21 2.11620 -13.97631 14.48827
C66 2.15332 -15.37009 14.23198
N12 2.78838 -11.60156 16.07060
H158 4.66836 -11.09581 13.37954
H159 5.24513 -11.25246 14.88895
H160 4.16569 -9.86980 14.62250
H161 2.29194 -11.47419 14.07246
H162 4.11833 -13.80850 14.87617
H163 3.59478 -13.36902 13.20382
H164 2.55898 -15.58714 13.24384
H165 1.17325 -15.84386 14.28785
H166 2.76501 -15.84338 15.00005
H167 1.93532 -12.12769 16.19539
H168 3.54385 -11.82514 16.70257
C67 3.79651 -20.18046 2.98576
C68 2.36595 -20.46615 3.48754
C69 1.60756 -19.29984 4.20364
O22 2.44789 -18.75520 5.16196
C70 1.86871 -17.67294 5.92770
N13 1.60920 -20.93532 2.36753
H169 3.86858 -19.20065 2.51365
H170 4.16305 -20.93933 2.29449
H171 4.51073 -20.09273 3.80447
H172 2.54191 -21.33529 4.12137
H173 0.71376 -19.62143 4.73825
H174 1.35562 -18.54079 3.46306
H175 1.72564 -16.78323 5.31448
H176 2.44653 -17.37896 6.80394
H177 0.87809 -17.95458 6.28471
H178 2.23806 -21.64164 2.01292
H179 1.57813 -20.20739 1.66806

Output
HOMO-LUMO gap = 8.98 eV

Here are the Mulliken charges for atoms 1 to 99, given in e: atom 1 (C): -0.827, atom 2 (O): -0.189, atom 3 (C): -0.711, atom 4 (C): -0.690, atom 5 (N): -0.174, atom 6 (C): -0.776, atom 7 (C): -0.528, atom 8 (O): 0.365, atom 9 (C): -1.028, atom 10 (H): 0.346, atom 11 (H): 0.222, atom 12 (H): 0.310, atom 13 (H): 0.402, atom 14 (H): 0.357, atom 15 (H): 0.397, atom 16 (H): 0.468, atom 17 (H): 0.063, atom 18 (H): 0.282, atom 19 (H): 0.353, atom 20 (H): 0.415, atom 21 (H): 0.187, atom 22 (H): 0.402, atom 23 (H): 0.381, atom 24 (H): -0.031, atom 25 (C): -0.747, atom 26 (O): -0.296, atom 27 (C): -0.811, atom 28 (C): 0.086, atom 29 (N): -0.320, atom 30 (C): -0.499, atom 31 (C): -0.685, atom 32 (O): 0.312, atom 33 (C): -0.634, atom 34 (H): 0.260, atom 35 (H): 0.298, atom 36 (H): 0.307, atom 37 (H): 0.447, atom 38 (H): 0.288, atom 39 (H): -0.005, atom 40 (H): 0.054, atom 41 (H): 0.321, atom 42 (H): 0.217, atom 43 (H): 0.299, atom 44 (H): 0.517, atom 45 (H): 0.258, atom 46 (H): -0.073, atom 47 (H): 0.341, atom 48 (H): 0.224, atom 49 (C): -0.930, atom 50 (O): -0.112, atom 51 (C): -1.003, atom 52 (C): 0.856, atom 53 (N): -0.450, atom 54 (C): 0.507, atom 55 (C): -0.419, atom 56 (O): -0.301, atom 57 (C): -0.919, atom 58 (H): 0.235, atom 59 (H): 0.346, atom 60 (H): 0.345, atom 61 (H): 0.508, atom 62 (H): 0.380, atom 63 (H): 0.825, atom 64 (H): -1.116, atom 65 (H): 0.405, atom 66 (H): 1.194, atom 67 (H): -1.452, atom 68 (H): 0.043, atom 69 (H): 0.274, atom 70 (H): 0.331, atom 71 (H): 0.266, atom 72 (H): 0.322, atom 73 (C): 0.141, atom 74 (O): -0.494, atom 75 (C): -0.472, atom 76 (C): 0.042, atom 77 (N): -0.422, atom 78 (C): -0.055, atom 79 (C): -1.035, atom 80 (O): -0.066, atom 81 (C): -0.616, atom 82 (H): 0.176, atom 83 (H): -0.144, atom 84 (H): 0.292, atom 85 (H): 0.053, atom 86 (H): 0.417, atom 87 (H): -0.141, atom 88 (H): 0.306, atom 89 (H): 0.377, atom 90 (H): 0.000, atom 91 (H): 0.230, atom 92 (H): 0.553, atom 93 (H): 0.361, atom 94 (H): 0.292, atom 95 (H): 0.169, atom 96 (H): 0.215, atom 97 (C): -0.305, atom 98 (O): -0.062, atom 99 (C): -0.342

Which one is most stable, and which one is least stable? x) is the most stable of them, while w) is the least stable.